<one>
The following is a quantum chemistry calculation of 2 unconnected molecules or ions with the total composition C3H10N3, from the Open Molecules 2025 dataset.

Computed properties:
Lowest unoccupied orbital energy in eV: -3.23
Charge: +1
Molecular weight in g/mol: 88.13

Geometry as XYZ:
```
16
Properties=species:S:1:pos:R:3:mulliken_charge:R:1
N 0.347 0.420 -1.823 -0.723
C 1.582 0.666 -1.160 0.043
N 2.434 1.458 -1.647 -0.527
H 0.171 1.218 -2.428 0.261
H 0.341 -0.427 -2.377 0.264
H 1.806 -0.015 -0.327 0.306
H 3.330 1.294 -1.190 0.298
C -0.947 -1.016 1.187 0.032
C -0.872 -0.931 2.496 -0.707
N -1.440 0.051 0.297 -0.233
H -0.581 -1.848 0.602 0.389
H -0.479 -1.784 3.037 0.250
H -1.123 -0.074 3.110 0.251
H -2.354 -0.149 -0.112 0.378
H -1.472 0.908 0.854 0.389
H -0.743 0.229 -0.518 0.328
```

***

<two>
The following is a quantum chemistry calculation of a gas-phase ion, C3H10N3 (charge +1), from the Open Molecules 2025 dataset.

Computed properties:
Lowest unoccupied orbital energy in eV: -3.32
Charge: +1
Molecular weight in g/mol: 88.13
SMILES: CC[NH2+]/N=C/N

Geometry as XYZ:
```
16
Properties=species:S:1:pos:R:3:mulliken_charge:R:1
C 0.735 -0.826 -2.297 -1.152
C -0.380 -0.219 -1.395 -0.366
N 0.088 -0.617 -0.046 0.009
N -0.769 0.172 1.023 -0.577
C -0.118 0.827 1.892 0.164
N -0.752 1.430 2.884 -0.371
H 1.674 -0.899 -1.781 0.365
H 0.386 -1.684 -2.633 0.386
H 0.977 -0.202 -3.208 0.324
H -1.290 -0.539 -1.700 0.386
H -0.383 0.872 -1.691 0.271
H -0.191 -1.629 -0.007 0.362
H 1.118 -0.270 0.119 0.420
H 1.024 0.830 2.095 0.251
H -0.385 1.277 3.837 0.278
H -1.734 1.479 2.908 0.250
```

***

Name the most stable of them. <one>.

***

<one>
The following is a quantum chemistry calculation of 2 unconnected molecules or ions with the total composition C3H10N3, from the Open Molecules 2025 dataset.

Computed properties:
Lowest unoccupied orbital energy in eV: -3.52
Charge: +1
Molecular weight in g/mol: 88.13

Geometry as XYZ:
```
16
Properties=species:S:1:pos:R:3:mulliken_charge:R:1
C 0.848 -0.936 0.799 -0.210
C 0.607 -1.303 -0.465 -0.233
N 1.753 -1.507 -1.376 -0.316
N -0.087 -0.507 1.686 -0.482
H 1.869 -0.989 1.166 0.248
H -0.352 -1.392 -0.947 0.369
H 1.850 -0.733 -2.037 0.352
H 2.630 -1.577 -0.854 0.348
H 1.675 -2.373 -1.916 0.373
H -0.919 -0.120 1.254 0.250
H 0.270 0.101 2.408 0.286
C -2.398 2.324 0.182 -0.247
N -1.474 1.601 -0.296 -0.443
H -3.378 1.877 0.331 0.267
H -2.272 3.373 0.447 0.238
H -0.623 2.160 -0.383 0.198
```

***

<two>
The following is a quantum chemistry calculation of a gas-phase ion, C3H10N3 (charge +1), from the Open Molecules 2025 dataset.

Computed properties:
Lowest unoccupied orbital energy in eV: -7.78
Charge: +1
Molecular weight in g/mol: 88.13
SMILES: NC[C@@H](N)C=[NH2+]

Geometry as XYZ:
```
16
Properties=species:S:1:pos:R:3:mulliken_charge:R:1
N -0.518 -2.085 0.935 -0.602
C 0.146 -1.263 -0.043 -0.707
C -0.307 0.211 0.164 0.258
N 0.000 0.558 1.620 -0.620
C 0.370 1.064 -0.764 -0.064
N -0.342 1.722 -1.731 -0.530
H -0.050 -2.978 1.026 0.262
H -0.467 -1.616 1.835 0.264
H 1.246 -1.287 0.021 0.364
H -0.130 -1.584 -1.051 0.344
H -1.388 0.294 0.073 0.425
H -0.636 1.308 1.891 0.293
H 0.919 1.006 1.619 0.261
H 1.381 0.756 -1.080 0.397
H -0.240 1.223 -2.623 0.332
H 0.017 2.670 -1.892 0.323
```

***

Name the most stable of them. <one>.

***

<one>
The following is a quantum chemistry calculation of a molecular structure, C2H7NO2S, from the Open Molecules 2025 dataset.

Computed properties:
Lowest unoccupied orbital energy (spin up / spin down) in eV: -1.08 / -1.08
Charge: 0
Molecular weight in g/mol: 109.15

Geometry as XYZ:
```
13
Properties=species:S:1:pos:R:3:mulliken_charge:R:1
C -0.756 -0.636 -1.860 -0.644
C -0.872 0.507 0.754 -0.524
N -0.166 0.151 1.967 -0.604
O 1.988 -0.582 0.346 -0.727
O 0.644 1.378 -1.304 -0.581
S 0.218 0.098 -0.772 0.951
H -0.627 -0.248 -2.831 0.297
H -1.296 -1.661 -1.786 0.248
H -0.973 1.574 0.803 0.319
H -1.711 -0.072 0.733 0.411
H 0.775 0.649 2.142 0.305
H -0.022 -0.894 1.956 0.283
H 2.797 -0.263 -0.146 0.265
```

***

<two>
The following is a quantum chemistry calculation of C2H7NO2S in the gas phase, from the Open Molecules 2025 dataset.

Computed properties:
Lowest unoccupied orbital energy in eV: 0.65
Charge: 0
Molecular weight in g/mol: 109.15
SMILES: CN(C)[SH](=O)=O

Geometry as XYZ:
```
13
Properties=species:S:1:pos:R:3:mulliken_charge:R:1
C -0.030 -1.281 0.839 -0.914
N 0.194 -0.267 -0.627 -0.350
C 1.338 0.552 -0.218 -0.833
S -1.331 0.536 -0.575 0.905
O -1.356 1.392 0.609 -0.591
O -2.438 -0.260 -0.746 -0.518
H -0.173 -0.547 1.538 0.534
H -0.740 -1.986 0.569 0.308
H 0.914 -1.834 0.885 0.289
H 2.284 0.019 -0.143 0.307
H 1.449 1.259 -1.066 0.264
H 1.036 1.036 0.638 0.448
H -1.147 1.380 -1.705 0.151
```

***

Name the most stable of them. <two>.

***

<one>
The following is a quantum chemistry calculation of 2 unconnected molecules or ions with the total composition C2H7NO2S, from the Open Molecules 2025 dataset.

Computed properties:
Lowest unoccupied orbital energy in eV: 0.51
Charge: 0
Molecular weight in g/mol: 109.15
SMILES: NC(=O)CS.O

Geometry as XYZ:
```
13
Properties=species:S:1:pos:R:3:mulliken_charge:R:1
N -0.504 -0.288 -0.227 -0.320
C -0.840 -0.351 1.013 0.637
O -1.976 -0.292 1.327 -0.610
C 0.268 -0.329 2.062 -0.647
S 0.992 -1.942 2.271 -0.181
H 0.476 -0.269 -0.520 0.177
H -1.246 -0.133 -0.913 0.209
H 1.174 0.276 1.865 0.340
H -0.160 0.009 3.025 0.267
H 2.229 -1.462 2.024 0.127
O 0.072 1.376 -3.711 -0.640
H -0.892 1.327 -3.903 0.323
H 0.409 2.078 -4.312 0.319
```

***

<two>
The following is a quantum chemistry calculation of 2 unconnected molecules or ions with the total composition C2H7NO2S, from the Open Molecules 2025 dataset.

Computed properties:
Lowest unoccupied orbital energy (spin up / spin down) in eV: 0.51 / -0.35
Charge: 0
Molecular weight in g/mol: 109.15

Geometry as XYZ:
```
13
Properties=species:S:1:pos:R:3:mulliken_charge:R:1
C -0.094 -0.724 -2.242 -0.645
C 0.252 0.525 2.083 0.053
N 0.161 0.568 -1.569 -0.354
O -0.777 -0.125 2.701 -0.459
O 1.446 -0.078 2.134 -0.422
S -1.075 0.799 -0.348 -0.308
H -0.340 -1.579 -1.528 0.227
H -0.871 -0.491 -2.942 0.307
H 0.912 -0.946 -2.762 0.227
H 0.237 1.661 1.946 0.409
H 0.220 1.355 -2.150 0.256
H -1.576 0.037 2.227 0.362
H 1.505 -1.002 2.448 0.347
```

***

Name the most stable of them. <one>.

***

<one>
The following is a quantum chemistry calculation of C2H7NO2S in the gas phase, from the Open Molecules 2025 dataset.

Computed properties:
Lowest unoccupied orbital energy in eV: 0.62
Charge: 0
Molecular weight in g/mol: 109.15
SMILES: CN=[S@H](=O)OC

Geometry as XYZ:
```
13
Properties=species:S:1:pos:R:3:mulliken_charge:R:1
C -1.219 1.110 -1.093 -0.916
N -0.754 -0.246 -1.343 -0.434
S -0.499 -1.003 0.013 0.820
O -1.188 -0.473 1.174 -0.550
O 1.072 -1.352 0.287 -0.298
C 1.717 -0.228 1.008 -0.584
H -0.390 1.767 -1.081 0.293
H -1.778 1.597 -1.878 0.342
H -1.778 1.272 -0.261 0.388
H -0.897 -2.219 -0.296 0.110
H 2.651 -0.775 1.366 0.228
H 2.043 0.523 0.225 0.252
H 1.021 0.027 1.878 0.348
```

***

<two>
The following is a quantum chemistry calculation of C2H7NO2S in the gas phase, from the Open Molecules 2025 dataset.

Computed properties:
Lowest unoccupied orbital energy in eV: 0.60
Charge: 0
Molecular weight in g/mol: 109.15
SMILES: CN(C)[SH](=O)=O

Geometry as XYZ:
```
13
Properties=species:S:1:pos:R:3:mulliken_charge:R:1
C -0.207 1.156 0.663 -0.810
N 0.415 0.063 -0.020 -0.032
C -0.322 -1.223 0.173 -0.896
S 2.121 -0.040 -0.148 0.800
O 2.710 -1.140 0.507 -0.542
O 2.730 1.253 -0.069 -0.564
H 0.461 1.991 0.554 0.340
H -1.191 1.311 0.125 0.292
H -0.374 0.972 1.734 0.300
H -0.188 -1.859 -0.637 0.268
H 0.190 -1.556 1.160 0.350
H -1.336 -1.030 0.480 0.362
H 2.357 -0.380 -1.574 0.133
```

***

Name the most stable of them. <two>.

***

<one>
The following is a quantum chemistry calculation of 3 unconnected molecules or ions with the total composition C5H11NO, from the Open Molecules 2025 dataset.

Computed properties:
Lowest unoccupied orbital energy (spin up / spin down) in eV: 0.15 / 0.15
Charge: 0
Molecular weight in g/mol: 101.15

Geometry as XYZ:
```
18
Properties=species:S:1:pos:R:3:mulliken_charge:R:1
C 2.428 0.129 -0.461 -0.615
N 1.558 -0.690 0.109 -0.105
C 0.566 -0.020 0.944 0.399
O 0.977 0.764 1.794 -0.651
C -0.678 -0.041 0.269 0.592
C -1.261 -1.246 -0.433 -1.184
C -1.710 0.944 0.754 -1.475
H 1.100 1.088 -1.217 0.098
H 2.997 -0.213 -1.319 0.327
H 2.786 0.960 0.135 0.326
H 1.221 -1.446 -0.473 0.271
H 0.300 0.907 -0.932 0.034
H -2.000 -1.729 0.222 0.290
H -0.541 -2.022 -0.715 0.353
H -1.792 -0.950 -1.347 0.273
H -2.454 1.154 -0.024 0.384
H -2.248 0.529 1.620 0.367
H -1.248 1.881 1.074 0.315
```

***

<two>
The following is a quantum chemistry calculation of 2 unconnected molecules or ions with the total composition C5H11NO, from the Open Molecules 2025 dataset.

Computed properties:
Lowest unoccupied orbital energy in eV: 0.92
Charge: 0
Molecular weight in g/mol: 101.15
SMILES: C=CC(=C)NC.O

Geometry as XYZ:
```
18
Properties=species:S:1:pos:R:3:mulliken_charge:R:1
C 1.685 -0.281 2.371 -0.746
C 1.981 -0.507 1.074 -0.459
C 1.051 -1.389 0.222 0.771
C 1.499 -1.902 -0.888 -0.896
N -0.345 -1.175 0.353 -0.366
C -1.477 -1.163 -0.611 -0.916
H 0.907 -0.848 2.756 0.331
H 2.411 0.109 3.092 0.279
H 3.037 -0.387 0.797 0.266
H 1.020 -2.707 -1.453 0.326
H 2.355 -1.388 -1.398 0.187
H -0.544 -0.332 0.975 0.249
H -2.243 -0.576 -0.150 0.370
H -1.194 -0.764 -1.602 0.329
H -1.975 -2.149 -0.608 0.274
O -2.953 4.785 -1.743 -0.654
H -2.340 5.595 -1.905 0.337
H -3.835 4.844 -2.039 0.317
```

***

Name the most stable of them. <two>.